DFT (ωB97M-V with the def2-TZVPD basis set) results for 2 unconnected molecules or ions with the total composition C4H3NO5S2.

Summary:
Charge   -2
E_tot   -1381.463226 hartree
ΔE to the lowest compared entry with this formula, charge and spin   91.8 kJ/mol
Molar mass   209.2 u
HOMO   -0.782 eV

CARTESIAN COORDINATES (ANGSTROEM)
C: -2.4891 0.9681 0.3533
C: -1.6707 0.0295 -0.1471
C: -3.8449 0.5515 0.6908
C: -4.9276 -1.5116 -0.2001
N: -4.0983 -0.7397 0.2354
O: 0.6962 -0.0936 -1.5747
O: 0.1287 2.1078 -0.5121
O: 0.7568 0.0644 0.9250
O: -4.7700 1.1323 1.2815
O: 13.2879 -0.9187 -0.4171
S: -5.6075 -2.8341 -0.7143
S: -0.0354 0.6346 -0.4967
H: -2.1898 2.1214 0.4476
H: 14.1740 -0.5543 -0.7126
H: 0.5896 -0.9576 0.8412

Computed natural (NBO) charges, given in elementary charges:
1. C -0.4499
2. C -0.4768
3. C 0.6426
4. C 0.2825
5. N -0.4580
6. O -0.9396
7. O -0.9485
8. O -0.8923
9. O -0.5751
10. O -1.3730
11. S -0.0793
12. S 2.1818
13. H 0.2224
14. H 0.3730
15. H 0.4901